Below is a structure of composition C23H24Br4N5O2W in a non-equilibrium geometry, with properties calculated with the ωB97M-V functional and the def2-TZVPD basis.

Each line ends with the natural charge from an NBO analysis.
Geometry (Å):
1 W -0.4579 -0.6542 0.2198  1.82
2 N -2.3235 -0.3803 1.6381  -0.83
3 C -3.5867 0.0390 0.9673  -0.23
4 C -4.4577 -1.1679 0.6545  -0.41
5 C -3.7565 -2.2547 -0.1632  -0.42
6 C -3.1726 -1.7545 -1.4879  -0.23
7 N -1.6829 -1.7535 -1.4834  -0.80
8 H -2.5630 -1.1105 2.3032  0.39
9 H -1.9777 0.4010 2.1908  0.41
10 H -3.3215 0.5740 0.0579  0.23
11 H -4.1463 0.7231 1.6065  0.21
12 H -5.3368 -0.8156 0.1123  0.23
13 H -4.8155 -1.6133 1.5876  0.21
14 H -4.4811 -3.0455 -0.3566  0.24
15 H -2.9478 -2.7059 0.4195  0.20
16 H -3.4967 -0.7379 -1.7080  0.22
17 H -3.5157 -2.3891 -2.3057  0.21
18 H -1.3915 -1.2467 -2.3157  0.41
19 H -1.3641 -2.7117 -1.5784  0.40
20 Br -1.1172 5.7969 -2.4177  0.13
21 C -0.6996 4.3475 -1.2870  -0.14
22 C 0.0803 4.5342 -0.1466  -0.16
23 Br 0.7600 6.2416 0.2770  0.13
24 C 0.3643 3.4505 0.6859  -0.14
25 Br 1.4584 3.6008 2.2199  0.10
26 C -0.1292 2.1885 0.3943  0.19
27 O 0.0713 1.1151 1.1699  -0.79
28 C -0.8815 1.9918 -0.7801  0.27
29 O -1.3108 0.7466 -1.0143  -0.79
30 C -1.1717 3.0716 -1.6003  -0.18
31 Br -2.2022 2.7123 -3.1400  0.10
32 C 0.0699 -2.6988 0.8083  -0.79
33 C 1.0231 -1.9568 1.6568  -0.02
34 C 0.5547 -1.2501 2.7854  -0.22
35 C 1.4162 -0.4835 3.5617  -0.12
36 C 2.7615 -0.4252 3.2432  -0.13
37 C 3.2597 -1.1629 2.1544  -0.15
38 C 2.4070 -1.8990 1.3750  -0.19
39 C 3.6641 0.3453 4.0430  0.25
40 N 4.3990 0.9469 4.6893  -0.24
41 H -0.6645 -3.2570 1.3914  0.22
42 H 0.5827 -3.3780 0.1279  0.23
43 H -0.4588 -1.4130 3.1280  0.22
44 H 1.0483 0.0566 4.4231  0.24
45 H 4.3198 -1.1389 1.9401  0.24
46 H 2.7936 -2.4641 0.5360  0.23
47 N 4.2481 0.9085 -3.6499  -0.74
48 C 3.3088 0.4561 -2.8057  0.26
49 C 2.3858 -0.5421 -3.1707  -0.30
50 C 1.4248 -0.9366 -2.2826  0.07
51 N 1.2901 -0.4380 -1.0371  -0.58
52 C 2.2115 0.4860 -0.6685  0.08
53 C 3.2024 0.9442 -1.4900  -0.30
54 H 4.2982 0.5896 -4.6001  0.41
55 H 4.8528 1.6612 -3.3732  0.41
56 H 2.4233 -0.9959 -4.1520  0.24
57 H 0.7284 -1.7144 -2.5684  0.20
58 H 2.1318 0.8733 0.3371  0.24
59 H 3.8913 1.6934 -1.1221  0.24

Properties
- 2S+1: 3
- <S²>: 2.021
- Charge: +1
- Energy relative to the best compared isomer or geometry (same formula, charge and spin): 0.0 kJ/mol



Below is the molecule C4H3FN2O in a non-equilibrium geometry, with properties calculated with the ωB97M-V functional and the def2-TZVPD basis.

Each line ends with the natural charge from an NBO analysis.
Geometry (Å):
1 C 0.7557 -1.2737 -0.2209  0.20
2 C -0.8298 0.6754 -0.0460  0.15
3 C 2.4980 -0.1432 1.1967  0.49
4 C -1.8658 1.5006 -0.4416  0.22
5 N 1.6005 -0.8643 0.6611  -0.42
6 N -0.3611 -0.4287 -0.5364  -0.53
7 O -1.6964 2.4337 -1.2292  -0.57
8 F 2.7863 -0.1916 2.4285  -0.28
9 H 0.8316 -2.3516 -0.5483  0.23
10 H -2.8058 1.4398 0.0408  0.14
11 H -0.9130 -0.7965 -1.3046  0.38

Properties
- Energy relative to the best compared isomer or geometry (same formula, charge and spin): 624.5 kJ/mol



Below is a structure of composition C21H39AlBClNO3 in a non-equilibrium geometry, with properties calculated with the ωB97M-V functional and the def2-TZVPD basis.

Each line ends with the natural charge from an NBO analysis.
Geometry (Å):
1 C 0.7671 -1.7295 4.1252  -0.30
2 C 0.4110 -0.7966 3.4316  0.03
3 C -0.1192 0.0620 2.3460  -0.50
4 C 0.3587 -0.3724 0.9419  -0.15
5 B 1.8547 -0.9268 0.9519  1.11
6 O 2.2258 -2.0599 0.2866  -0.88
7 C 3.0179 -0.1399 1.7258  -0.79
8 C 3.7597 0.8842 0.8357  -0.59
9 O 0.5680 0.9040 0.2692  -1.00
10 Al 0.5100 0.6518 -1.5369  2.05
11 N -0.6108 1.9047 -2.3860  -1.17
12 C -0.0764 3.2757 -2.3759  -0.21
13 C 0.1679 3.8605 -0.9721  -0.42
14 C 0.1369 5.4121 -0.9235  -0.62
15 C 2.2028 0.7167 -2.6641  -0.75
16 Cl 3.2421 -0.7865 -2.5760  -0.14
17 C 3.1187 1.9517 -2.4402  -0.43
18 C 3.4903 2.6958 -3.7675  -0.62
19 O -0.0962 -1.0395 -1.2800  -0.99
20 C -0.6735 -1.1070 0.0100  0.37
21 C -2.0295 -0.3663 -0.0372  -0.50
22 C -3.0742 -1.0230 -0.9091  -0.18
23 C -2.8628 -1.6182 -2.1209  -0.40
24 C -0.8722 -2.5947 0.3115  -0.45
25 C -1.5625 -2.9269 1.6653  -0.40
26 C -3.0854 -3.2668 1.5693  -0.23
27 C -3.8677 -2.3229 2.5139  -0.61
28 C -3.2997 -4.6979 2.1516  -0.60
29 H 1.0987 -2.5415 4.7118  0.22
30 H 0.2292 1.0707 2.5578  0.25
31 H -1.2024 0.0759 2.4791  0.23
32 H 3.1635 -2.1986 0.4465  0.48
33 H 2.6464 0.3742 2.6157  0.22
34 H 3.7442 -0.8798 2.0940  0.19
35 H 3.0587 1.6412 0.4962  0.22
36 H 4.5468 1.3547 1.4299  0.19
37 H 4.2104 0.3531 -0.0007  0.20
38 H -1.5163 1.9895 -1.9366  0.35
39 H 0.7964 3.3813 -3.0254  0.18
40 H -0.8613 3.9112 -2.8181  0.16
41 H 1.1017 3.5194 -0.5208  0.20
42 H -0.6323 3.4914 -0.3299  0.20
43 H 1.0606 5.8104 -0.5058  0.20
44 H -0.7366 5.7300 -0.3555  0.20
45 H 0.0348 5.8620 -1.9159  0.19
46 H 1.8700 0.7669 -3.7016  0.21
47 H 4.0604 1.5707 -2.0533  0.22
48 H 2.7254 2.6681 -1.7206  0.20
49 H 3.1233 3.7212 -3.6722  0.20
50 H 3.0414 2.2324 -4.6416  0.20
51 H 4.5748 2.7612 -3.8486  0.20
52 H -2.4424 -0.3685 0.9763  0.20
53 H -1.9347 0.6914 -0.3132  0.23
54 H -4.1033 -0.9763 -0.5422  0.19
55 H -2.5594 -1.1214 -3.0364  0.20
56 H -3.0675 -2.6909 -2.2063  0.18
57 H 0.0818 -3.1169 0.3055  0.23
58 H -1.4628 -3.0809 -0.4616  0.21
59 H -1.0663 -3.8198 2.0524  0.19
60 H -1.4390 -2.1649 2.4309  0.21
61 H -3.4723 -3.2680 0.5524  0.21
62 H -3.3776 -1.3596 2.6571  0.20
63 H -3.9229 -2.7891 3.5009  0.19
64 H -4.8863 -2.1182 2.1739  0.20
65 H -3.1117 -5.4727 1.4108  0.20
66 H -4.3190 -4.7575 2.5428  0.19
67 H -2.6554 -4.7969 3.0261  0.20

Properties
- Charge: -1
- Total energy: -1831.5653 Eh



Below is a structure of composition C11H25Cl2N2O7PSSi2 in a non-equilibrium geometry, with properties calculated with the ωB97M-V functional and the def2-TZVPD basis.

Each line ends with the natural charge from an NBO analysis.
Geometry (Å):
1 C -1.0492 -1.4686 0.5383  -0.62
2 C -1.9096 -0.5397 -0.3036  -0.41
3 C -1.9478 0.8426 0.3595  -0.08
4 O -1.0979 1.7417 -0.3414  -0.91
5 Si 0.0220 2.4742 0.6575  1.87
6 Cl 0.9796 1.1040 1.9487  -0.48
7 O 1.1403 3.1861 -0.3580  -1.24
8 Si 1.6066 2.3842 -1.7181  1.45
9 S 1.8875 0.2619 -1.4636  -0.48
10 C 0.4564 2.7847 -3.1607  -1.02
11 C 0.5052 1.7424 -4.2499  0.72
12 O 1.5687 1.5548 -4.8187  -0.61
13 N -0.6050 0.9564 -4.6113  -0.46
14 C -0.3557 -0.4835 -4.4793  -0.41
15 C -1.8806 1.3675 -4.0023  -0.43
16 P 3.6490 3.2181 -2.1967  0.71
17 O 4.1701 2.3900 -3.5001  -0.95
18 Cl 4.7240 2.4865 -0.5538  -0.35
19 C -0.8103 3.7922 1.7405  0.38
20 O -0.5483 4.9723 1.4337  -0.72
21 O -1.5358 3.3813 2.6595  -0.76
22 H -1.5225 -1.6719 1.4836  0.20
23 H -0.0946 -0.9725 0.6776  0.23
24 H -0.8414 -2.3902 -0.0019  0.19
25 H -1.4109 -0.4312 -1.2619  0.20
26 H -2.9049 -0.9161 -0.5187  0.20
27 H -2.9778 1.1849 0.3378  0.18
28 H -1.6836 0.7563 1.4103  0.19
29 H 0.8686 -0.3333 -2.0986  0.15
30 H 0.8792 3.6906 -3.5926  0.28
31 H -0.5302 3.0526 -2.8059  0.27
32 H 0.6851 -0.7003 -4.2818  0.22
33 H -0.9590 -0.9288 -3.6909  0.18
34 H -0.6317 -0.9698 -5.4099  0.20
35 H -2.5633 0.5287 -4.0889  0.20
36 H -2.3320 2.1626 -4.5818  0.21
37 H -1.8209 1.6004 -2.9439  0.21
38 H 3.8346 1.4828 -3.4652  0.50
39 C 1.3663 -1.7576 4.6966  -0.75
40 C 0.1400 -2.5243 4.3482  0.71
41 O -0.6132 -2.3053 3.4677  -0.42
42 N -0.2385 -3.7126 5.2237  -0.58
43 C 0.0595 -5.0247 4.5458  -0.42
44 H 1.3940 -0.8568 4.0869  0.31
45 H 1.3512 -1.4759 5.7522  0.25
46 H 2.2555 -2.3607 4.4959  0.26
47 H 0.2077 -3.6598 6.1399  0.44
48 H -1.2561 -3.6395 5.2997  0.45
49 H -0.2325 -5.8220 5.2232  0.24
50 H 1.1246 -5.0799 4.3409  0.24
51 H -0.5223 -5.0751 3.6315  0.25

Properties
- Total energy: -3309.4077 Eh



Below is a structure of composition C21H15BrF8N2O6S2SiTc, with properties calculated with the ωB97M-V functional and the def2-TZVPD basis.

Each line ends with the natural charge from an NBO analysis.
Geometry (Å):
1 Tc -0.5412 -1.2177 -0.2239  1.12
2 Br 1.6343 -0.4053 -7.0244  0.08
3 C 0.9957 0.7249 -5.6557  -0.14
4 C 0.7315 2.0603 -5.9289  0.04
5 N 0.2834 2.9065 -5.0047  -0.40
6 C 0.0788 2.4432 -3.7751  0.09
7 C 0.3224 1.1237 -3.4208  -0.21
8 C 0.7935 0.2392 -4.3817  -0.14
9 C 0.0748 0.6780 -2.0296  0.77
10 O -0.4848 1.3568 -1.1825  -0.62
11 O 0.4895 -0.5399 -1.7269  -0.70
12 H 0.8887 2.4568 -6.9247  0.21
13 H -0.2912 3.1422 -3.0354  0.22
14 H 0.9988 -0.7918 -4.1279  0.25
15 C 5.2558 0.6631 -0.4419  -0.19
16 C 5.3807 -0.6868 -0.1493  -0.23
17 C 4.2628 -1.4184 0.2280  -0.12
18 C 3.0092 -0.8155 0.3193  -0.53
19 C 2.8965 0.5446 0.0107  -0.19
20 C 4.0119 1.2768 -0.3633  -0.20
21 Si 1.5670 -1.8291 0.8901  1.21
22 C 0.6970 -1.2806 2.4366  -0.56
23 C 0.5035 0.0868 2.6902  -0.20
24 C -0.2982 0.5007 3.7449  -0.18
25 C -0.9131 -0.4405 4.5530  -0.17
26 C -0.7273 -1.7990 4.3200  -0.22
27 C 0.0643 -2.2210 3.2656  -0.13
28 H 6.1251 1.2366 -0.7369  0.22
29 H 6.3461 -1.1712 -0.2169  0.22
30 H 4.3710 -2.4746 0.4500  0.21
31 H 1.9357 1.0438 0.0315  0.21
32 H 3.9080 2.3279 -0.6016  0.22
33 H 1.8823 -3.2668 0.8912  -0.16
34 H 0.9881 0.8311 2.0692  0.22
35 H -0.4618 1.5555 3.9205  0.23
36 H -1.5482 -0.1152 5.3670  0.23
37 H -1.2073 -2.5288 4.9596  0.22
38 H 0.1964 -3.2815 3.0811  0.21
39 F -5.6841 -0.6900 0.2199  -0.28
40 C -4.8390 -1.1397 1.1193  0.77
41 F -4.8225 -2.4726 1.0910  -0.30
42 F -5.1889 -0.7314 2.3275  -0.29
43 S -3.1089 -0.5427 0.7233  2.18
44 O -3.0645 -0.2766 -0.6996  -0.91
45 O -2.2453 -1.7122 1.0475  -0.93
46 N -2.7009 0.5913 1.6886  -1.21
47 S -3.5551 1.9323 1.8990  2.24
48 O -4.7486 1.9290 1.0978  -0.92
49 O -3.6050 2.2557 3.2882  -0.90
50 C -2.4231 3.2059 1.1760  0.73
51 F -2.6551 4.3722 1.7621  -0.30
52 F -1.1475 2.8673 1.3971  -0.32
53 F -2.6254 3.3226 -0.1259  -0.30
54 F -1.5870 -3.2598 -1.5750  -0.34
55 C -0.4064 -3.1811 -0.8751  0.37
56 F 0.6008 -3.4346 -1.7390  -0.34
57 H -0.4129 -3.9498 -0.0990  0.15

Properties
- 2S+1: 4
- <S²>: 3.785
- Energy relative to the best compared isomer or geometry (same formula, charge and spin): 37.4 kJ/mol



Below is the molecule C2H2BrN in a non-equilibrium geometry, with properties calculated with the ωB97M-V functional and the def2-TZVPD basis.

Each line ends with the natural charge from an NBO analysis.
Geometry (Å):
1 N 1.4485 -0.1835 -1.6997  -0.30
2 C 0.6858 -0.0114 -0.8347  0.25
3 C -0.3459 0.2062 0.3307  -0.53
4 Br -0.5445 -1.4608 1.3077  0.06
5 H -1.3035 0.4822 -0.0985  0.26
6 H 0.0597 0.9673 0.9945  0.26

Properties
- SMILES string: N#CCBr
- Energy relative to the best compared isomer or geometry (same formula, charge and spin): 0.0 kJ/mol